No. 1
Formula: C5H7NO
Source: the Open Molecules 2025 dataset
Level of theory: ωB97M-V/def2-TZVPD

Geometry as XYZ:
```
14
Properties=species:S:1:pos:R:3:lowdin_charge:R:1
C -0.15 0.55 -0.52 -0.29
N -1.39 -2.11 1.38 0.15
C -1.33 1.20 0.09 0.02
C 1.64 -0.49 0.28 -0.10
H 2.43 -1.16 -0.06 0.03
H 0.34 -1.39 -1.18 0.16
H 1.45 0.78 -1.26 0.13
H -1.50 2.19 -0.34 0.10
H -1.12 1.31 1.16 0.12
C 0.27 -0.85 -0.23 -0.37
H 1.67 -0.28 1.34 0.03
H -2.21 0.56 0.02 0.10
O 0.55 1.26 -1.35 0.10
C -0.67 -1.57 0.65 -0.19
```

As for the total energy: -324.5711 a.u. Its HOMO energy (alpha / beta) is -7.52 / -7.52 eV. The energy relative to the best compared isomer or geometry (same formula, charge and spin) is 96.2 kcal/mol. The value obtained for the gap between HOMO and LUMO (alpha / beta) is 7.002 / 7.004 eV. Its molar mass is 97.117 g mol⁻¹. The spin multiplicity is 1.

No. 2
Formula: C8H32As2F12N16O8Tl
Source: the Open Molecules 2025 dataset
Level of theory: ωB97M-V/def2-TZVPD

Geometry as XYZ:
```
79
Properties=species:S:1:pos:R:3:lowdin_charge:R:1
C 2.76 -0.17 -2.57 -0.78
H -2.36 -0.38 -3.85 0.09
H 0.21 3.64 -2.59 0.06
O 0.97 -2.52 -0.39 0.01
H 5.50 -0.39 2.36 0.11
N -3.09 4.05 1.02 0.18
H -0.48 -4.20 0.69 0.09
H 0.88 -4.94 1.48 0.11
H -3.01 1.60 -3.73 0.08
H 1.80 -3.04 5.10 0.11
H -3.13 -1.92 -4.02 0.12
N 4.75 0.55 0.51 0.17
O -1.77 -2.12 1.24 -0.04
As 2.28 4.02 -0.33 0.97
H 4.04 -0.89 3.16 0.09
N -2.32 -3.87 2.53 0.16
N -3.90 -2.62 1.93 0.20
C -1.64 -1.74 -2.73 -0.80
N 2.66 -3.66 0.38 0.19
F -2.90 0.12 -0.43 -0.30
N -2.20 2.19 -3.83 0.17
H 3.23 -2.89 0.06 0.12
F 3.37 5.43 -0.59 -0.30
N 4.00 -0.49 -2.22 0.17
H -4.40 -1.77 1.73 0.09
H 5.75 0.63 0.63 0.13
F 3.42 3.32 0.90 -0.30
N -1.30 4.58 2.20 0.17
H -1.86 5.38 2.47 0.11
H -3.61 4.59 1.70 0.11
H 4.23 -0.34 -1.25 0.06
N 1.14 -2.74 4.40 0.17
N -2.31 -1.39 -3.77 0.21
N -0.55 3.42 -3.22 0.17
H -2.27 3.06 -4.34 0.11
H 1.74 0.11 -4.25 0.13
H -4.34 -3.26 2.58 0.11
C 3.92 0.10 1.40 -0.77
H 4.69 -0.66 -2.94 0.10
H -1.44 -3.18 -1.45 0.10
H 3.36 -0.33 -4.51 0.11
F 1.28 2.58 -0.08 -0.30
Tl -0.09 0.06 0.40 1.37
O 0.53 -1.22 2.93 0.00
F 1.44 5.04 0.96 -0.30
F 1.29 4.75 -1.67 -0.29
C 1.35 -3.46 0.24 -0.76
H -1.44 -4.30 2.27 0.08
N 0.51 -4.21 0.88 0.19
H -2.84 -3.30 -2.56 0.12
N 1.96 -0.76 4.60 0.18
C -1.89 3.70 1.47 -0.74
C 1.18 -1.53 3.90 -0.78
N -1.95 -2.92 -2.28 0.20
H -0.38 4.40 2.57 0.12
H -0.58 3.84 -4.14 0.11
N 4.50 -0.28 2.50 0.19
H -3.50 3.37 0.40 0.05
C -2.60 -2.81 1.84 -0.71
O 2.74 0.00 1.14 0.00
As -4.62 0.46 -0.80 0.98
O -1.27 2.67 1.25 -0.02
H 2.91 -4.34 1.08 0.10
F 3.15 3.09 -1.62 -0.30
H -3.02 -4.53 2.85 0.12
F -4.31 0.78 -2.52 -0.27
H 2.15 -0.94 5.57 0.12
F -4.44 2.25 -0.40 -0.29
H 2.10 0.15 4.19 0.13
N 2.61 -0.23 -3.85 0.18
H 4.31 1.08 -0.23 0.10
O -0.80 -1.10 -2.19 0.04
H 0.44 -3.33 3.98 0.11
O 1.94 0.21 -1.80 0.03
F -4.99 0.08 0.97 -0.31
F -4.96 -1.24 -1.24 -0.29
O -0.95 1.61 -1.95 -0.05
C -1.23 2.30 -2.98 -0.67
F -6.36 0.77 -1.13 -0.29
```

As for the total energy: -7644.8443 a.u. Its expectation value of S² is 0.7543. Its HOMO energy (alpha / beta) is -8.75 / -8.65 eV. The value obtained for the gap between HOMO and LUMO (alpha / beta) is 8.322 / 4.430 eV. Its molar mass is 1062.651 g mol⁻¹. The spin multiplicity is 2.

No. 3
Formula: C2H2INOS
Source: the Open Molecules 2025 dataset
Level of theory: ωB97M-V/def2-TZVPD

Geometry as XYZ:
```
8
Properties=species:S:1:pos:R:3:lowdin_charge:R:1
C 0.61 -1.37 0.40 -0.38
H 0.46 -0.22 -1.23 0.10
C 0.76 -0.07 -0.13 -0.26
I -2.52 0.17 -0.76 0.48
O -0.46 2.41 0.26 -0.60
H 1.64 0.41 0.09 0.05
S -0.84 1.11 0.72 0.46
N 0.36 -2.45 0.64 0.16
```

As for the total energy: -903.2204 a.u. Its HOMO energy is -9.89 eV. The energy relative to the best compared isomer or geometry (same formula, charge and spin) is 4.0 kcal/mol. The value obtained for the gap between HOMO and LUMO is 8.761 eV. Its molar mass is 215.015 g mol⁻¹. The spin multiplicity is 1.

No. 4
Formula: C27H36N6O3Re
Source: the Open Molecules 2025 dataset
Level of theory: ωB97M-V/def2-TZVPD

Geometry as XYZ:
```
73
Properties=species:S:1:pos:R:3:lowdin_charge:R:1
H -2.69 -0.55 5.11 0.10
H 4.75 4.95 0.24 0.11
N 0.97 -0.31 -0.87 -0.04
C 3.98 2.03 -1.28 -0.02
O -0.25 1.60 -1.05 0.07
C 1.81 1.28 -2.40 -0.25
H 0.37 -3.64 0.71 0.12
H -0.07 2.63 -7.26 0.11
H -4.72 -1.78 3.93 0.10
C 2.67 2.31 -1.67 -0.18
H 1.80 3.91 -6.27 0.12
C -1.32 -2.07 -1.67 -0.17
H -3.92 -2.51 5.34 0.11
H 1.09 -2.83 -0.55 0.07
H 2.92 -0.85 0.97 0.13
C 0.23 0.98 -4.32 -0.03
N 0.21 -2.92 0.01 -0.04
N 2.48 -0.03 -2.48 0.19
H -2.16 -4.31 4.45 0.11
C 1.84 2.76 -4.46 -0.01
C 0.31 2.37 -6.28 -0.06
H -0.51 -1.79 -2.33 0.11
C -0.95 -3.28 -0.86 -0.18
C -4.07 -2.59 4.27 -0.01
O 2.41 -2.06 -1.39 0.05
N -1.56 -0.94 -0.71 -0.05
N -2.80 -2.56 3.54 -0.10
H -0.21 0.15 -3.79 0.10
C 1.37 0.66 1.61 -0.14
H -1.07 -3.71 3.19 0.08
Re 0.00 -0.92 0.85 1.63
H -2.41 1.58 2.14 0.09
C 1.46 -1.43 2.56 -0.12
C 2.11 3.55 -1.36 -0.04
H 1.59 1.53 1.02 0.13
C 0.33 0.58 2.58 -0.12
C 0.70 0.92 -1.40 -0.44
H 4.43 1.08 -1.52 0.11
H -2.92 0.32 1.01 0.07
H -2.47 -1.09 -0.28 0.10
N -2.83 -0.30 3.03 -0.12
C -2.44 -1.55 2.74 -0.47
C -2.11 -3.84 3.47 0.00
H -2.62 1.12 4.53 0.10
H -2.59 -4.50 2.74 0.11
H -2.21 -2.25 -2.27 0.14
C 2.07 -0.60 1.59 -0.14
C 4.17 4.21 -0.29 -0.06
C -0.25 1.31 -5.58 -0.06
H -4.17 0.28 4.57 0.10
C 1.36 3.09 -5.72 -0.05
H 3.17 -0.27 -3.17 0.18
H -0.69 -4.12 -1.50 0.14
C 1.28 1.71 -3.75 -0.15
H 1.10 3.78 -1.66 0.13
C 2.86 4.49 -0.67 -0.05
H -1.58 -0.03 -1.18 0.10
H -4.56 -3.53 4.04 0.11
H -1.07 0.75 -6.01 0.11
O -1.69 -1.84 1.73 -0.19
C 2.02 -0.91 -1.58 -0.53
H 5.74 2.76 -0.31 0.11
H -0.36 1.36 2.84 0.12
C 4.72 2.98 -0.60 -0.06
H -4.10 1.06 2.08 0.11
C -3.07 0.72 2.01 -0.01
H 2.42 5.46 -0.44 0.11
H 1.75 -2.45 2.80 0.14
H -1.78 -3.57 -0.22 0.12
C -3.10 0.15 4.39 -0.02
H 2.66 3.33 -4.04 0.12
H -0.26 -1.12 3.92 0.13
C 0.40 -0.72 3.16 -0.10
```

As for the total energy: -1682.5844 a.u. Its total charge is +2. Its expectation value of S² is 0.7549. Its HOMO energy (alpha / beta) is -13.58 / -13.58 eV. The energy relative to the best compared isomer or geometry (same formula, charge and spin) is 0.0 kcal/mol. The value obtained for the gap between HOMO and LUMO (alpha / beta) is 7.577 / 6.276 eV. Its molar mass is 678.831 g mol⁻¹. The spin multiplicity is 2.